1.
# C15H23N3O4

One molecule with the formula C15H23N3O4 at a distorted geometry (ωB97M-V/def2-TZVPD, the OMol25 dataset).

Each atom is followed by the atoms it is bonded to, with distances in Å.
Element x y z (Å)
1 C 5.4225 2.0012 0.0846  O2 1.412, H23 1.090, H24 1.091, H25 1.091
2 O 4.0422 2.0806 0.3697  C1 1.412, C3 1.357
3 C 3.2361 0.9901 0.3333  O2 1.357, C4 1.394, C20 1.411
4 C 1.9096 1.2661 0.6631  C3 1.394, C5 1.381, H26 1.079
5 C 0.9375 0.2852 0.6904  C4 1.381, C6 1.506, C15 1.386
6 C -0.5169 0.5308 0.9923  C5 1.506, N7 1.447, H27 1.099, H28 1.094
7 N -1.2830 -0.4421 0.2432  C6 1.447, C8 1.443, C14 1.443
8 C -1.4227 -0.1643 -1.1663  N7 1.443, C9 1.533, H29 1.097, H30 1.094
9 C -2.6143 0.7273 -1.5321  C8 1.533, C10 1.537, H31 1.092, H32 1.091
10 C -3.9628 0.0359 -1.2745  C9 1.537, N11 1.451, H33 1.092, H34 1.095
11 N -4.5105 0.1493 0.0649  C10 1.451, C12 1.445, C13 1.456
12 C -5.3140 1.3330 0.2682  N11 1.445, H35 1.089, H36 1.103, H37 1.090
13 C -3.5778 -0.0259 1.1690  N11 1.456, C14 1.531, H38 1.105, H39 1.096
14 C -2.4369 -1.0102 0.8965  N7 1.443, C13 1.531, H40 1.091, H41 1.095
15 C 1.3096 -1.0096 0.3667  C5 1.386, N16 1.450, C19 1.384
16 N 0.3363 -2.0832 0.4191  C15 1.450, O17 1.219, O18 1.220
17 O 0.1074 -2.6818 -0.6178  N16 1.219
18 O -0.0140 -2.4467 1.5300  N16 1.220
19 C 2.6120 -1.3137 0.0099  C15 1.384, C20 1.390, H42 1.078
20 C 3.5947 -0.3312 -0.0099  C3 1.411, C19 1.390, O21 1.368
21 O 4.8932 -0.5911 -0.3528  C20 1.368, C22 1.408
22 C 5.2522 -1.9091 -0.6946  O21 1.408, H43 1.094, H44 1.094, H45 1.089
23 H 5.7934 3.0180 0.2127  C1 1.090
24 H 5.6057 1.6730 -0.9400  C1 1.091
25 H 5.9401 1.3350 0.7770  C1 1.091
26 H 1.6650 2.2899 0.8980  C4 1.079
27 H -0.7779 1.5713 0.7548  C6 1.099
28 H -0.6939 0.3673 2.0595  C6 1.094
29 H -1.5179 -1.1289 -1.6798  C8 1.097
30 H -0.4941 0.3024 -1.5070  C8 1.094
31 H -2.5649 1.6648 -0.9734  C9 1.092
32 H -2.5379 0.9711 -2.5929  C9 1.091
33 H -4.7141 0.4423 -1.9552  C10 1.092
34 H -3.8600 -1.0285 -1.5118  C10 1.095
35 H -6.0928 1.3771 -0.4914  C12 1.089
36 H -4.7337 2.2702 0.2332  C12 1.103
37 H -5.7914 1.2674 1.2458  C12 1.090
38 H -3.1356 0.9395 1.4753  C13 1.105
39 H -4.1647 -0.3945 2.0179  C13 1.096
40 H -2.7945 -1.8419 0.2879  C14 1.091
41 H -2.0879 -1.4264 1.8478  C14 1.095
42 H 2.8448 -2.3332 -0.2504  C19 1.078
43 H 4.7058 -2.2604 -1.5751  C22 1.094
44 H 5.0901 -2.5996 0.1386  C22 1.094
45 H 6.3158 -1.8662 -0.9243  C22 1.089

Calculated values
- SMILES = COc1cc(CN2CCCN(C)CC2)c([N+](=O)[O-])cc1OC
- calculated total energy (eV) = -28583.9156
- charge = 0
- relative energy (zero: lowest compared OMol25 entry of this formula, charge and spin) (eV) = 6.578


2.
# C19H40Cl2N5O5PS

A 2-piece molecular cluster, C19H40Cl2N5O5PS overall (ωB97M-V/def2-TZVPD, the OMol25 dataset).

Each atom is followed by the atoms it is bonded to, with distances in Å.
Element x y z (Å)
1 N 1.1639 -0.2435 1.5360  C2 1.460, H23 1.014, H24 1.016
2 C 0.1939 0.0920 0.4983  N1 1.460, C3 1.523, H25 1.093, H26 1.094
3 C 0.1640 -0.9049 -0.6526  C2 1.523, O4 1.431, C5 1.520, H27 1.098
4 O -0.2412 -2.1915 -0.1764  C3 1.431, H28 0.966
5 C -0.7199 -0.4314 -1.7947  C3 1.520, C6 1.525, H29 1.092, H30 1.096
6 C -0.4445 -1.1735 -3.0978  C5 1.525, C7 1.570, N22 1.482, H31 1.092
7 C -1.3461 -2.4089 -3.4506  C6 1.570, N8 1.490, H32 1.091, H33 1.089
8 N -1.6558 -2.2543 -4.8995  C7 1.490, P9 1.766, C12 1.396
9 P -3.3079 -1.7232 -5.2277  N8 1.766, O10 1.623, Cl11 2.084
10 O -3.3093 -1.9523 -6.8348  P9 1.623, H34 0.971
11 Cl -4.2865 -3.4643 -4.6316  P9 2.084
12 C -0.7742 -1.2502 -5.3046  N8 1.396, N13 1.328, N22 1.405
13 N -0.2083 -1.2571 -6.5056  C12 1.328, C14 1.455, H35 1.009
14 C 0.7363 -0.2644 -6.9956  N13 1.455, C15 1.543, H36 1.084, H37 1.093
15 C 2.1486 -0.8234 -7.2702  C14 1.543, C16 1.531, H38 1.088, H39 1.093
16 C 2.6606 -1.9166 -6.3285  C15 1.531, C17 1.544, H40 1.091, H41 1.089
17 C 3.2039 -1.5531 -4.9299  C16 1.544, S18 1.772, H42 1.090, H43 1.091
18 S 3.7263 0.1017 -4.5700  C17 1.772, O19 1.426, O20 1.425, Cl21 2.039
19 O 2.7163 1.0458 -4.9186  S18 1.426
20 O 4.3217 0.1055 -3.2758  S18 1.425
21 Cl 5.2509 0.3003 -5.9096  S18 2.039
22 N -0.4741 -0.3118 -4.3035  C6 1.482, C12 1.405, H44 1.022
23 H 0.8412 -1.0656 2.0343  N1 1.014
24 H 2.0445 -0.5130 1.1071  N1 1.016
25 H -0.7906 0.1283 0.9711  C2 1.093
26 H 0.4315 1.0892 0.1175  C2 1.094
27 H 1.1892 -1.0327 -1.0230  C3 1.098
28 H -1.1633 -2.3468 -0.4177  O4 0.966
29 H -0.5401 0.6322 -1.9640  C5 1.092
30 H -1.7702 -0.5685 -1.5131  C5 1.096
31 H 0.5675 -1.5778 -3.0343  C6 1.092
32 H -2.2496 -2.4665 -2.8412  C7 1.091
33 H -0.7606 -3.3155 -3.3074  C7 1.089
34 H -3.3399 -2.8933 -7.0718  O10 0.971
35 H -0.5085 -1.9985 -7.1214  N13 1.009
36 H 0.7545 0.5709 -6.3055  C14 1.084
37 H 0.3459 0.1086 -7.9459  C14 1.093
38 H 2.8385 0.0153 -7.3315  C15 1.088
39 H 2.1286 -1.2655 -8.2696  C15 1.093
40 H 1.8615 -2.6431 -6.1739  C16 1.091
41 H 3.4545 -2.4564 -6.8426  C16 1.089
42 H 4.0975 -2.1348 -4.7056  C17 1.090
43 H 2.4873 -1.7630 -4.1347  C17 1.091
44 H -1.2692 0.3270 -4.2318  N22 1.022
45 C 1.4643 0.7104 5.4329  C46 1.539, H56 1.091, H57 1.095, H58 1.091
46 C -0.0441 0.5210 5.6721  C45 1.539, C47 1.534, N51 1.480, C55 1.523
47 C -0.3551 0.7026 7.1631  C46 1.534, C48 1.533, H59 1.092, H60 1.094
48 C -0.2435 2.1446 7.6714  C47 1.533, C49 1.536, H61 1.092, H62 1.092
49 C -0.5510 3.1850 6.5834  C48 1.536, C50 1.529, H63 1.093, H64 1.093
50 C -1.4219 2.6634 5.4400  C49 1.529, N51 1.463, C53 1.530, C54 1.537
51 N -0.7618 1.5071 4.8337  C46 1.480, C50 1.463, O52 1.323
52 O -1.3911 1.0210 3.7763  N51 1.323
53 C -1.5062 3.7521 4.3689  C50 1.530, H65 1.091, H66 1.093, H67 1.088
54 C -2.8465 2.3482 5.9217  C50 1.537, H68 1.093, H69 1.090, H70 1.090
55 C -0.4233 -0.8985 5.2723  C46 1.523, H71 1.094, H72 1.087, H73 1.090
56 H 1.6824 0.5736 4.3724  C45 1.091
57 H 2.0471 -0.0143 6.0102  C45 1.095
58 H 1.7849 1.7136 5.7181  C45 1.091
59 H -1.3627 0.3260 7.3522  C47 1.092
60 H 0.3143 0.0533 7.7342  C47 1.094
61 H -0.9269 2.2716 8.5140  C48 1.092
62 H 0.7570 2.3276 8.0690  C48 1.092
63 H -1.0389 4.0561 7.0273  C49 1.093
64 H 0.3834 3.5510 6.1492  C49 1.093
65 H -0.5186 3.9357 3.9437  C53 1.091
66 H -1.8790 4.6813 4.8087  C53 1.093
67 H -2.1752 3.4487 3.5660  C53 1.088
68 H -3.3090 3.2519 6.3275  C54 1.093
69 H -2.8643 1.5838 6.6979  C54 1.090
70 H -3.4459 1.9957 5.0827  C54 1.090
71 H 0.1408 -1.5994 5.8941  C55 1.094
72 H -0.1892 -1.0864 4.2275  C55 1.087
73 H -1.4887 -1.0778 5.4178  C55 1.090

Calculated values
- calculated total energy (eV) = -83203.8569
- charge = 0
- relative energy (zero: lowest compared OMol25 entry of this formula, charge and spin) (eV) = 0.000


3.
# C33H24Br2NO12PS2

A 4-piece molecular cluster, C33H24Br2NO12PS2 overall at a distorted geometry (ωB97M-V/def2-TZVPD, the OMol25 dataset).

Each atom is followed by the atoms it is bonded to, with distances in Å.
Element x y z (Å)
1 C 3.2075 2.8820 -1.1270  C2 1.491, H28 1.090, H29 1.090, H30 1.085
2 C 1.9939 2.0816 -0.7941  C1 1.491, Br3 1.904, C4 1.328
3 Br 1.8603 1.4669 1.0029  C2 1.904
4 C 1.0215 1.7426 -1.6332  C2 1.328, Br5 1.902, C6 1.470
5 Br 1.1176 2.3528 -3.4324  C4 1.902
6 C -0.1478 0.9377 -1.2516  C4 1.470, C7 1.335, C26 1.502
7 C -0.4577 -0.2431 -1.7915  C6 1.335, C8 1.482, C14 1.497
8 C 0.3304 -0.9526 -2.8268  C7 1.482, C9 1.387, C13 1.391
9 C -0.0884 -1.0692 -4.1442  C8 1.387, C10 1.384, H31 1.081
10 C 0.7147 -1.7745 -5.0239  C9 1.384, N11 1.332, H32 1.085
11 N 1.8669 -2.3525 -4.6888  C10 1.332, C12 1.330
12 C 2.2550 -2.2199 -3.4237  N11 1.330, C13 1.384, H33 1.086
13 C 1.5337 -1.5441 -2.4553  C8 1.391, C12 1.384, H34 1.083
14 C -1.7087 -0.9207 -1.3271  C7 1.497, O15 1.207, C16 1.513
15 O -2.3660 -1.5562 -2.1145  C14 1.207
16 C -2.0909 -0.7260 0.1233  C14 1.513, P17 1.830, C21 1.341
17 P -2.9324 -2.1313 0.9395  C16 1.830, O18 1.598, O19 1.596, S20 1.912
18 O -2.7591 -3.3502 -0.0792  P17 1.598, H35 0.968
19 O -1.9243 -2.5498 2.1035  P17 1.596, H36 0.973
20 S -4.7547 -1.8446 1.4440  P17 1.912
21 C -1.7702 0.4631 0.6547  C16 1.341, S22 1.814, C26 1.516
22 S -2.0414 0.9804 2.3725  C21 1.814, C23 1.789, O24 1.433, O25 1.440
23 C -1.0854 -0.1162 3.4145  S22 1.789, H37 1.087, H38 1.086, H39 1.087
24 O -3.4313 0.9368 2.7181  S22 1.433
25 O -1.4209 2.2740 2.4992  S22 1.440
26 C -1.1017 1.4941 -0.2337  C6 1.502, C21 1.516, O27 1.197
27 O -1.3547 2.6638 -0.1921  C26 1.197
28 H 2.9468 3.9109 -1.3766  C1 1.090
29 H 3.7079 2.4403 -1.9890  C1 1.090
30 H 3.9247 2.8576 -0.3131  C1 1.085
31 H -1.0208 -0.6236 -4.4625  C9 1.081
32 H 0.3952 -1.8762 -6.0556  C10 1.085
33 H 3.1986 -2.6814 -3.1487  C12 1.086
34 H 1.8696 -1.4500 -1.4303  C13 1.083
35 H -3.5292 -3.3763 -0.6645  O18 0.968
36 H -2.4187 -3.1720 2.6648  O19 0.973
37 H -0.5393 -0.8507 2.8286  C23 1.087
38 H -0.3795 0.5213 3.9394  C23 1.086
39 H -1.7866 -0.5950 4.0931  C23 1.087
40 O -4.4831 5.8116 4.9058  C41 1.211
41 C -3.8312 5.0749 5.6129  O40 1.211, C42 1.485, C47 1.487
42 C -3.3112 3.7774 5.1117  C41 1.485, C43 1.330, H48 1.083
43 C -2.6019 2.9734 5.8981  C42 1.330, C44 1.481, H49 1.082
44 C -2.2922 3.3350 7.3009  C43 1.481, O45 1.214, C46 1.485
45 O -1.6406 2.6003 8.0140  C44 1.214
46 C -2.8092 4.6334 7.8025  C44 1.485, C47 1.330, H50 1.083
47 C -3.5221 5.4393 7.0207  C41 1.487, C46 1.330, H51 1.083
48 H -3.5422 3.5241 4.0845  C42 1.083
49 H -2.2172 2.0226 5.5531  C43 1.082
50 H -2.5722 4.8776 8.8303  C46 1.083
51 H -3.9097 6.3902 7.3639  C47 1.083
52 O 5.8131 1.1857 -1.1480  C53 1.214
53 C 6.6643 1.1328 -0.2845  O52 1.214, C54 1.483, C59 1.484
54 C 8.0202 1.6931 -0.5032  C53 1.483, C55 1.330, H60 1.083
55 C 8.9509 1.6343 0.4453  C54 1.330, C56 1.486, H61 1.082
56 C 8.6709 1.0080 1.7630  C55 1.486, O57 1.211, C58 1.486
57 O 9.5173 0.9560 2.6272  C56 1.211
58 C 7.3116 0.4491 1.9806  C56 1.486, C59 1.330, H62 1.083
59 C 6.3819 0.5076 1.0313  C53 1.484, C58 1.330, H63 1.083
60 H 8.2011 2.1448 -1.4703  C54 1.083
61 H 9.9473 2.0346 0.3093  C55 1.082
62 H 7.1297 -0.0016 2.9479  C58 1.083
63 H 5.3838 0.1095 1.1667  C59 1.083
64 O -5.8049 -5.6393 -3.6492  C65 1.212
65 C -4.9057 -5.1697 -4.3123  O64 1.212, C66 1.483, C71 1.486
66 C -4.0912 -4.0344 -3.8141  C65 1.483, C67 1.329, H72 1.082
67 C -3.1035 -3.5189 -4.5384  C66 1.329, C68 1.484, H73 1.081
68 C -2.7772 -4.0549 -5.8835  C67 1.484, O69 1.213, C70 1.485
69 O -1.8796 -3.5800 -6.5463  C68 1.213
70 C -3.5901 -5.1914 -6.3859  C68 1.485, C71 1.330, H74 1.083
71 C -4.5754 -5.7085 -5.6568  C65 1.486, C70 1.330, H75 1.083
72 H -4.3508 -3.6515 -2.8365  C66 1.082
73 H -2.5002 -2.6915 -4.1908  C67 1.081
74 H -3.3336 -5.5664 -7.3685  C70 1.083
75 H -5.1817 -6.5368 -6.0006  C71 1.083

Calculated values
- SMILES = C/C(Br)=C(\Br)C1=C(c2ccncc2)C(=O)C(P(O)(O)=S)=C(S(C)(=O)=O)C1=O.O=C1C=CC(=O)C=C1.O=C1C=CC(=O)C=C1.O=C1C=CC(=O)C=C1
- calculated total energy (eV) = -231710.6393
- charge = 0